(1)
The following is a DFT calculation (wB97M-V/def2-TZVPD) of C43H38FIrN6O3P2Se2 as an isolated structure in a non-equilibrium geometry.

Computed properties:
Frontier orbital gap (alpha / beta) ... 6.5 / 5.0 eV
E_LUMO (alpha / beta) ... -0.1706 / -0.2527 Ha
⟨S²⟩ ... 6.012

The geometry in ORCA input format:
```
! RIJCOSX wB97M-V def2-TZVPD def2/J DEFGRID3
* xyz 2 5
Ir -0.183 0.043 0.123
F 6.346 1.312 -1.668
C 5.522 2.230 -1.110
C 4.225 1.855 -0.908
C 3.302 2.737 -0.338
C 1.929 2.294 -0.150
O 1.636 1.131 -0.518
C 1.066 3.270 0.433
C 1.563 4.499 0.766
N 2.843 4.878 0.624
C 3.234 6.185 1.078
C 4.180 6.299 2.240
C 2.743 6.676 2.406
C 3.744 4.014 0.046
C 5.079 4.371 -0.163
C 5.999 3.514 -0.762
N 7.313 3.899 -0.963
C 8.324 2.978 -1.463
C 9.696 3.649 -1.463
N 9.877 4.400 -0.192
C 8.857 5.493 -0.031
C 7.721 5.277 -1.035
C -0.420 3.063 0.776
O -0.989 4.007 1.285
O -0.949 1.943 0.506
H 3.885 0.875 -1.203
H 0.877 5.222 1.187
H 3.317 6.900 0.265
H 4.920 7.083 2.227
H 4.518 5.383 2.705
H 2.490 7.721 2.495
H 2.118 6.030 3.003
H 5.389 5.345 0.174
H 8.105 2.642 -2.485
H 8.351 2.091 -0.821
H 9.812 4.336 -2.301
H 10.469 2.884 -1.550
H 10.824 4.790 -0.146
H 9.778 3.731 0.579
H 9.325 6.464 -0.187
H 8.460 5.445 0.984
H 8.042 5.536 -2.052
H 6.901 5.946 -0.788
Se 1.008 -6.155 3.441
P -0.116 -5.775 1.657
C 0.681 -6.553 0.215
C 0.041 -7.426 -0.653
C 0.749 -7.970 -1.712
C 2.082 -7.649 -1.901
C 2.720 -6.775 -1.033
C 2.024 -6.233 0.030
C -1.844 -6.273 1.895
C -2.806 -5.306 2.168
C -4.101 -5.693 2.457
C -4.434 -7.038 2.482
C -3.468 -8.003 2.239
C -2.166 -7.626 1.961
C -0.082 -4.004 1.395
C -0.423 -3.053 0.429
N -0.116 -1.857 1.006
N 0.370 -2.072 2.201
N 0.401 -3.330 2.456
P -1.100 -3.022 -1.244
Se -0.913 -1.037 -2.117
C -2.823 -3.592 -1.172
C -3.839 -2.654 -1.313
C -5.160 -3.055 -1.230
C -5.464 -4.388 -1.009
C -4.450 -5.323 -0.863
C -3.125 -4.931 -0.941
C -0.071 -4.096 -2.280
C 1.294 -3.816 -2.282
C 2.118 -4.440 -3.197
C 1.584 -5.339 -4.107
C 0.229 -5.630 -4.090
C -0.608 -5.001 -3.185
H -0.994 -7.694 -0.498
H 0.255 -8.649 -2.388
H 2.628 -8.083 -2.722
H 3.758 -6.522 -1.181
H 2.519 -5.576 0.734
H -2.541 -4.258 2.166
H -4.846 -4.943 2.670
H -5.447 -7.334 2.706
H -3.726 -9.049 2.280
H -1.398 -8.373 1.811
H -3.593 -1.617 -1.495
H -5.946 -2.326 -1.336
H -6.495 -4.701 -0.955
H -4.693 -6.358 -0.683
H -2.327 -5.652 -0.829
H 1.691 -3.091 -1.583
H 3.172 -4.211 -3.215
H 2.223 -5.804 -4.840
H -0.183 -6.329 -4.798
H -1.671 -5.195 -3.192
*
```

---

(2)
The following is a DFT calculation (wB97M-V/def2-TZVPD) of C43H39ClIrN4O5PS as an isolated structure in a non-equilibrium geometry.

Computed properties:
Frontier orbital gap (alpha / beta) ... 7.0 / 6.3 eV
E_LUMO (alpha / beta) ... -0.0701 / -0.1670 Ha
⟨S²⟩ ... 8.779

The geometry in ORCA input format:
```
! RIJCOSX wB97M-V def2-TZVPD def2/J DEFGRID3
* xyz 1 6
Ir -0.557 -0.079 0.384
Cl -2.971 -1.123 -0.812
C -3.691 -2.036 0.486
C -4.609 -3.013 0.143
C -5.200 -3.762 1.148
C -4.866 -3.532 2.474
C -3.945 -2.547 2.798
C -3.339 -1.775 1.809
P -2.139 -0.461 2.235
C -1.524 -1.004 3.853
C -0.576 -2.030 3.823
C -0.102 -2.577 5.004
C -0.562 -2.096 6.224
C -1.503 -1.077 6.258
C -1.990 -0.532 5.076
C -3.192 0.999 2.505
C -2.699 2.071 3.258
C -3.444 3.233 3.397
C -4.683 3.342 2.775
C -5.175 2.284 2.024
C -4.436 1.115 1.893
H -4.850 -3.182 -0.899
H -5.919 -4.529 0.888
H -5.318 -4.124 3.261
H -3.690 -2.379 3.837
H -0.220 -2.400 2.867
H 0.624 -3.381 4.977
H -0.190 -2.520 7.149
H -1.871 -0.708 7.209
H -2.743 0.244 5.117
H -1.736 1.991 3.749
H -3.057 4.052 3.994
H -5.268 4.247 2.886
H -6.142 2.365 1.541
H -4.834 0.294 1.310
S -0.040 2.383 1.405
C -1.128 2.840 0.137
C -1.409 4.158 -0.196
C -2.228 4.399 -1.286
C -2.736 3.327 -2.005
C -2.417 2.039 -1.602
N -1.640 1.805 -0.550
H -0.980 4.964 0.385
H -2.457 5.416 -1.581
H -3.367 3.479 -2.869
H -2.783 1.177 -2.146
C 4.802 -1.231 2.059
N 3.449 -0.843 2.464
C 3.185 -0.300 3.800
C 2.451 -0.923 1.595
O 1.291 -0.573 1.865
H 5.493 -0.980 2.857
H 5.113 -0.697 1.161
H 4.871 -2.304 1.873
H 3.992 -0.587 4.467
H 2.245 -0.694 4.178
H 3.111 0.788 3.769
H 2.728 -1.307 0.606
C 1.660 -3.512 -1.505
O 1.316 -2.175 -1.061
C 0.197 -2.041 -0.385
O -0.512 -2.923 0.014
H 2.694 -3.454 -1.823
H 1.023 -3.782 -2.346
H 1.529 -4.227 -0.696
O 2.100 2.466 0.039
C 1.925 1.730 -0.947
N 2.736 1.736 -2.040
C 2.229 0.866 -3.096
C 0.962 0.325 -2.387
O 0.153 -0.427 -2.894
N 0.927 0.806 -1.107
C 1.918 1.681 -4.349
C 2.988 2.145 -5.112
C 2.770 2.945 -6.223
C 1.474 3.283 -6.593
C 0.404 2.817 -5.844
C 0.622 2.019 -4.725
C 3.131 -0.331 -3.381
C 2.780 -1.209 -4.405
C 3.541 -2.342 -4.648
C 4.666 -2.610 -3.874
C 5.019 -1.739 -2.855
C 4.251 -0.605 -2.606
H 3.429 2.450 -2.185
H 4.002 1.864 -4.841
H 3.612 3.297 -6.807
H 1.301 3.899 -7.467
H -0.611 3.066 -6.135
H -0.223 1.646 -4.159
H 1.900 -1.002 -5.005
H 3.260 -3.017 -5.448
H 5.268 -3.489 -4.073
H 5.901 -1.935 -2.255
H 4.528 0.070 -1.804
*
```

---

(3)
The following is a DFT calculation (wB97M-V/def2-TZVPD) of C43H40AuN3OP2S2 as an isolated structure in a non-equilibrium geometry.

Computed properties:
Energy above the lowest of the compared OMol25 structures with the same formula, charge and spin ... 89.3 kJ/mol
Frontier orbital gap (alpha / beta) ... 5.1 / 5.5 eV
E_LUMO (alpha / beta) ... -0.1749 / -0.2834 Ha
⟨S²⟩ ... 2.027

The geometry in ORCA input format:
```
! RIJCOSX wB97M-V def2-TZVPD def2/J DEFGRID3
* xyz 2 3
Au -16.502 6.791 11.815
C -24.603 7.208 11.428
C -23.233 7.417 10.772
C -23.303 7.148 9.252
C -22.781 8.861 10.976
C -23.580 9.979 11.150
C -23.018 11.226 11.224
C -21.654 11.444 11.234
C -20.809 10.364 11.186
P -19.167 10.447 11.793
C -19.175 9.539 13.299
C -17.938 9.181 13.793
C -17.877 8.294 14.907
C -19.044 7.995 15.591
C -20.244 8.537 15.234
C -20.330 9.270 14.065
C -18.740 12.122 12.258
C -17.841 12.788 11.452
C -17.455 14.089 11.845
C -17.832 14.567 13.057
C -18.714 13.840 13.899
C -19.266 12.638 13.489
C -21.405 9.050 11.030
O -20.485 8.027 10.877
C -20.848 6.682 11.108
C -19.911 5.613 11.180
C -20.381 4.353 11.462
C -21.728 4.102 11.712
C -22.590 5.155 11.693
C -22.169 6.452 11.303
P -18.190 5.645 10.573
C -17.462 4.042 10.714
C -16.923 3.408 9.570
C -16.118 2.270 9.710
C -15.805 1.822 10.995
C -16.435 2.344 12.136
C -17.231 3.447 12.001
C -18.246 6.110 8.891
C -17.296 6.985 8.292
C -17.387 7.239 6.888
C -18.437 6.671 6.108
C -19.361 5.843 6.748
C -19.290 5.523 8.103
H -25.313 7.876 10.937
H -24.605 7.340 12.486
H -25.035 6.224 11.175
H -24.037 7.820 8.773
H -23.595 6.149 9.102
H -22.396 7.352 8.708
H -24.693 9.900 11.254
H -23.630 12.154 11.273
H -21.305 12.440 11.251
H -17.074 9.630 13.352
H -16.948 7.878 15.203
H -18.944 7.378 16.452
H -21.186 8.435 15.765
H -21.251 9.620 13.668
H -17.674 12.374 10.456
H -16.828 14.751 11.209
H -17.474 15.499 13.351
H -19.017 14.224 14.895
H -20.088 12.205 14.060
H -19.747 3.483 11.466
H -22.022 3.104 11.910
H -23.626 4.996 11.847
H -17.258 3.739 8.633
H -15.685 1.708 8.879
H -15.157 0.936 11.163
H -16.247 1.948 13.112
H -17.689 3.838 12.871
H -16.482 7.510 8.845
H -16.683 7.799 6.337
H -18.606 6.832 5.029
H -20.237 5.469 6.236
H -20.073 4.959 8.537
S -15.437 9.861 10.112
C -16.962 9.834 10.425
N -18.139 9.795 10.694
C -11.416 5.265 13.718
N -12.399 6.293 13.340
C -13.679 6.032 13.029
S -14.858 7.198 13.522
N -14.035 4.859 12.469
C -13.146 3.972 11.646
H -10.710 5.827 14.321
H -10.850 4.863 12.893
H -11.908 4.525 14.322
H -12.243 7.225 13.780
H -15.009 4.672 12.431
H -12.408 4.454 11.078
H -13.824 3.453 11.019
H -12.604 3.332 12.304
*
```

---

(4)
The following is a DFT calculation (wB97M-V/def2-TZVPD) of a 2-piece molecular cluster, C43H40F6N3 overall in a non-equilibrium geometry.

Computed properties:
Frontier orbital gap ... 4.1 eV
E_LUMO ... -0.1815 Ha

The geometry in ORCA input format:
```
! RIJCOSX wB97M-V def2-TZVPD def2/J DEFGRID3
* xyz 1 1
F 3.871 3.180 3.827
C 2.601 3.213 4.274
F 2.210 1.992 4.686
F 2.472 4.108 5.269
C 1.690 3.650 3.119
N 0.275 3.564 3.505
C -0.326 4.773 4.017
C -1.065 5.600 3.169
C -1.516 6.825 3.603
C -1.249 7.243 4.891
C -0.547 6.424 5.754
C -0.085 5.203 5.321
C -0.415 2.320 3.455
C -1.252 1.937 4.511
C -2.000 0.797 4.445
C -1.992 -0.006 3.285
C -2.816 -1.159 3.211
C -3.211 -1.852 2.035
C -3.672 -3.183 2.129
C -4.072 -3.870 1.018
C -4.076 -3.262 -0.244
N -4.444 -3.979 -1.414
C -3.933 -5.346 -1.591
C -2.472 -5.326 -2.066
F -1.975 -6.574 -1.967
F -2.454 -4.906 -3.344
F -1.776 -4.480 -1.283
C -5.032 -3.310 -2.551
C -4.237 -2.707 -3.525
C -4.806 -1.961 -4.532
C -6.179 -1.828 -4.604
C -6.983 -2.438 -3.662
C -6.418 -3.167 -2.643
C -3.695 -1.919 -0.338
C -3.254 -1.239 0.761
C -1.095 0.352 2.254
C -0.320 1.471 2.344
H 1.925 4.683 2.858
H 1.890 3.034 2.244
H -1.254 5.273 2.161
H -2.063 7.467 2.932
H -1.565 8.221 5.215
H -0.344 6.750 6.760
H 0.503 4.574 5.967
H -1.269 2.547 5.394
H -2.624 0.505 5.272
H -3.182 -1.555 4.145
H -3.687 -3.657 3.096
H -4.416 -4.883 1.111
H -3.991 -5.895 -0.652
H -4.547 -5.872 -2.322
H -3.171 -2.857 -3.481
H -4.180 -1.479 -5.264
H -6.623 -1.259 -5.404
H -8.054 -2.334 -3.724
H -7.038 -3.647 -1.908
H -3.733 -1.437 -1.299
H -2.988 -0.202 0.664
H -0.993 -0.296 1.403
H 0.358 1.717 1.547
C -0.480 -8.658 4.310
C 1.025 -8.526 4.639
C 1.174 -7.247 5.480
N -0.188 -6.829 5.890
C -0.452 -5.619 6.587
C 0.473 -4.641 6.678
C 0.166 -3.331 7.324
C -1.308 -2.932 7.110
C -2.233 -4.083 7.400
C -1.784 -5.394 7.182
C -2.582 -6.453 7.606
C -3.825 -6.230 8.157
C -4.284 -4.940 8.316
C -3.484 -3.874 7.955
C -1.175 -7.455 4.967
H -0.658 -8.686 3.228
H -0.879 -9.600 4.705
H 1.383 -9.401 5.196
H 1.638 -8.480 3.730
H 1.795 -7.400 6.367
H 1.636 -6.442 4.901
H 1.445 -4.789 6.246
H 0.372 -3.413 8.398
H 0.838 -2.544 6.954
H -1.573 -2.077 7.746
H -1.455 -2.598 6.076
H -2.201 -7.455 7.538
H -4.437 -7.060 8.473
H -5.250 -4.763 8.758
H -3.823 -2.866 8.123
H -1.483 -6.711 4.228
H -2.079 -7.757 5.501
*
```

---

(5)
The following is a DFT calculation (wB97M-V/def2-TZVPD) of C43H41BN6PY as an isolated structure in a non-equilibrium geometry.

Computed properties:
Frontier orbital gap ... 8.6 eV
E_LUMO ... -0.1914 Ha

The geometry in ORCA input format:
```
! RIJCOSX wB97M-V def2-TZVPD def2/J DEFGRID3
* xyz 2 1
Y -0.373 0.076 -0.246
C -3.892 4.627 -0.781
C -2.532 3.929 -0.676
C -1.254 4.459 -0.497
C -0.401 3.386 -0.333
N -1.126 2.246 -0.380
N -2.439 2.592 -0.580
B -3.379 1.484 -1.094
N -3.534 0.500 0.175
N -2.438 -0.196 0.637
C -2.690 -0.420 1.944
C -3.881 0.197 2.295
C -4.439 0.726 1.164
C -5.642 1.586 0.980
C -1.733 -1.193 2.711
C -1.130 -2.294 2.104
C -0.149 -3.001 2.801
C 0.237 -2.638 4.097
C -0.497 -1.658 4.750
C -1.377 -0.880 4.033
N -2.684 0.883 -2.330
N -1.578 0.088 -2.266
C -1.163 -0.181 -3.471
C -1.911 0.544 -4.373
C -2.849 1.259 -3.645
C -3.883 2.225 -4.050
C -0.122 -1.141 -3.730
C -0.058 -2.274 -2.898
C 0.845 -3.313 -3.058
C 1.782 -3.227 -4.108
C 1.745 -2.109 -4.938
C 0.836 -1.026 -4.705
C 1.047 3.220 -0.111
C 1.703 3.818 0.980
C 3.089 3.749 0.980
C 3.783 3.045 -0.027
C 3.084 2.403 -1.027
C 1.706 2.481 -1.075
H -4.203 5.098 0.159
H -4.604 3.862 -1.133
H -3.830 5.403 -1.565
H -0.988 5.500 -0.564
H -4.457 1.900 -1.421
H -4.415 0.081 3.250
H -6.619 1.185 1.426
H -5.844 1.861 -0.060
H -5.455 2.530 1.514
H -1.434 -2.684 1.151
H 0.255 -3.925 2.301
H 0.980 -3.187 4.673
H -0.370 -1.461 5.806
H -1.826 0.022 4.478
H -1.853 0.593 -5.444
H -3.976 2.291 -5.136
H -3.659 3.222 -3.722
H -4.847 1.895 -3.679
H -0.900 -2.395 -2.183
H 0.844 -4.133 -2.343
H 2.497 -3.967 -4.310
H 2.393 -2.058 -5.780
H 0.895 -0.173 -5.360
H 1.136 4.427 1.651
H 3.584 4.330 1.723
H 4.814 2.903 0.084
H 3.591 1.876 -1.855
H 1.147 2.129 -1.931
C 3.627 -1.247 -0.794
P 2.179 -1.346 0.266
C 2.117 -3.121 0.724
C 3.171 -3.566 1.489
C 3.380 -4.960 1.539
C 2.543 -5.832 0.877
C 1.483 -5.324 0.164
C 1.261 -3.940 0.094
C 2.721 -0.360 1.688
C 3.946 0.007 2.209
C 4.049 0.729 3.381
C 2.897 1.210 4.009
C 1.636 0.977 3.454
C 1.573 0.212 2.315
H 3.871 -0.190 -0.952
H 3.426 -1.732 -1.782
H 4.462 -1.766 -0.301
H 3.914 -2.923 2.052
H 4.185 -5.364 2.201
H 2.699 -6.881 0.922
H 0.773 -5.961 -0.355
H 0.427 -3.504 -0.509
H 4.825 -0.282 1.663
H 5.004 1.032 3.826
H 2.918 1.792 4.874
H 0.825 1.359 3.931
H 0.529 -0.118 2.034
*
```